w:
14
Properties=species:S:1:pos:R:3:mulliken_charge:R:1 method="wB97M-V/def2-TZVPD" homo_lumo_gap_ev=8.6 lumo_energy_ha=0.0092
C 1.22 0.15 0.07 0.40
C -1.17 0.47 -0.37 -0.26
C 2.64 -0.34 0.28 -0.92
C -2.51 0.11 0.38 -1.00
P 0.40 1.50 0.63 -0.17
P -0.07 -0.96 -0.48 -0.29
H -1.34 1.08 -1.26 0.47
H 3.46 0.21 -0.25 0.29
H 2.55 -1.32 -0.24 0.28
H 2.92 -0.17 1.30 0.29
H -2.44 -0.86 0.96 0.37
H -3.32 0.34 -0.35 0.27
H -2.71 0.88 1.25 0.24
H 0.37 -1.09 -1.91 0.04


x:
14
Properties=species:S:1:pos:R:3:mulliken_charge:R:1 method="wB97M-V/def2-TZVPD" homo_lumo_gap_ev=9.7 smiles="P/C=C/P1CC1" lumo_energy_ha=0.0345
C -2.08 0.66 -0.53 -0.54
C -1.09 1.66 -1.01 -0.55
C 1.59 -0.54 -0.30 -0.40
C 0.33 -1.04 -0.60 -0.22
P 3.14 -0.81 0.83 -0.06
P -0.83 -0.06 -1.69 -0.01
H -2.03 0.41 0.50 0.30
H -3.12 0.73 -1.00 0.24
H -1.16 2.59 -1.61 0.34
H -0.45 1.77 -0.14 0.24
H 4.07 -1.06 -0.17 0.05
H 1.71 0.47 -0.69 0.24
H 0.22 -2.15 -0.41 0.31
H 3.02 -2.26 0.92 0.04


Least stable structure among those shown: x.